{"formula": "C19H22N2OS", "method": "wB97M-V/def2-TZVPD", "smiles": "COc1ccc(NC(=S)N2CC[C@H](c3ccc(C)cc3)C2)cc1", "gap_ev": 8.3, "e_lumo_ev": 0.6, "de_lowest_ev": 0.634, "homo_ev": -7.7079, "symbols": ["C", "O", "C", "C", "C", "C", "N", "C", "S", "N", "C", "C", "C", "C", "C", "C", "C", "C", "C", "C", "C", "C", "C", "H", "H", "H", "H", "H", "H", "H", "H", "H", "H", "H", "H", "H", "H", "H", "H", "H", "H", "H", "H", "H", "H"], "coordinates": [[5.297151, 3.578932, 0.662917], [5.597262, 2.403787, -0.048774], [4.704120, 1.374803, -0.010825], [3.495022, 1.389507, 0.673324], [2.660662, 0.284624, 0.638078], [3.007934, -0.848796, -0.088466], [2.191902, -1.983954, -0.143836], [0.874316, -2.087713, 0.228250], [0.400187, -3.428492, 1.081304], [0.011719, -1.131117, -0.155816], [0.230783, -0.223535, -1.271031], [-1.076320, 0.552786, -1.378411], [-2.133277, -0.460437, -0.918673], [-3.423287, 0.166459, -0.468761], [-3.456801, 1.079114, 0.579453], [-4.647055, 1.654448, 0.979023], [-5.842551, 1.338226, 0.344760], [-7.131501, 1.951778, 0.798786], [-5.808950, 0.427220, -0.701386], [-4.617104, -0.149692, -1.101760], [-1.396682, -1.224295, 0.187229], [4.232738, -0.867864, -0.756674], [5.066158, 0.226180, -0.718570], [6.137353, 4.249881, 0.491512], [5.202309, 3.386534, 1.736637], [4.379121, 4.049427, 0.295169], [3.190519, 2.248431, 1.250110], [1.741707, 0.296310, 1.205031], [2.685733, -2.863494, -0.053852], [0.428904, -0.801631, -2.182678], [1.084270, 0.434146, -1.094073], [-1.061661, 1.408374, -0.703088], [-1.259335, 0.913700, -2.388483], [-2.339750, -1.149281, -1.743544], [-2.545413, 1.347764, 1.094229], [-4.650636, 2.361626, 1.796449], [-6.988698, 2.996232, 1.068275], [-7.888754, 1.887574, 0.021352], [-7.503180, 1.427170, 1.679559], [-6.725458, 0.164865, -1.210306], [-4.616884, -0.856775, -1.919207], [-1.564944, -0.770589, 1.169656], [-1.700203, -2.272409, 0.247014], [4.524545, -1.751671, -1.303807], [6.013804, 0.219564, -1.232674]], "forces_ev_per_a": [[0.0, 0.2, 0.1], [0.0, -0.3, -0.2], [0.0, -0.1, 0.0], [0.3, 0.3, 0.0], [0.1, -0.4, 0.0], [0.2, 0.6, 0.1], [0.0, -0.2, -0.4], [-0.2, -0.2, 0.1], [0.0, -0.5, 0.3], [0.4, -0.1, 0.0], [0.2, 0.3, -0.4], [0.1, -0.2, -0.1], [0.2, 0.2, 0.1], [-0.1, -0.2, -0.1], [0.0, 0.0, 0.0], [0.0, 0.0, 0.0], [0.0, 0.0, -0.1], [0.0, 0.0, 0.1], [-0.1, 0.1, 0.1], [0.1, 0.0, 0.0], [-0.5, -0.1, 0.2], [-0.2, 0.1, 0.1], [0.0, 0.2, 0.1], [-0.1, 0.0, 0.0], [0.0, 0.0, 0.0], [0.0, 0.0, 0.0], [0.0, 0.1, 0.0], [-0.1, 0.0, 0.0], [-0.2, 0.1, 0.1], [0.0, 0.0, 0.1], [-0.1, -0.1, -0.1], [0.0, 0.0, 0.0], [0.0, 0.1, 0.0], [0.0, 0.0, 0.0], [0.1, 0.0, 0.1], [0.0, 0.1, 0.1], [-0.1, 0.1, 0.0], [-0.1, 0.0, 0.0], [-0.1, 0.0, 0.0], [-0.1, 0.0, -0.1], [0.0, -0.1, -0.1], [-0.1, -0.1, 0.0], [0.0, 0.2, 0.0], [0.0, -0.1, -0.1], [0.1, 0.0, -0.1]]}

=====

{"formula": "C13H20BN8O8P2RuS", "method": "wB97M-V/def2-TZVPD", "gap_ev": [8.1, 7.3], "e_lumo_ev": [-0.3, -1.2], "de_lowest_ev": 3.205, "spin_multiplicity": 2, "homo_ev": [-8.4073, -8.5294], "symbols": ["Ru", "C", "C", "N", "N", "C", "B", "N", "C", "C", "C", "N", "N", "C", "C", "C", "N", "H", "H", "H", "H", "H", "H", "H", "H", "H", "H", "O", "P", "O", "O", "O", "P", "O", "O", "O", "H", "H", "C", "N", "C", "S", "N", "C", "H", "H", "H", "H", "H", "H", "H", "H", "O", "C"], "coordinates": [[-0.040267, -0.353441, -0.287524], [-3.276981, -2.727195, -1.610269], [-2.311749, -2.411072, -0.658633], [-1.446688, -1.532828, -1.168389], [-1.826207, -1.281336, -2.441168], [-2.926885, -1.987982, -2.721583], [-0.997919, -0.367274, -3.366843], [-1.047924, 1.073500, -2.862668], [-1.387379, 2.225588, -3.449995], [-1.134980, 3.252672, -2.558990], [-0.632597, 2.617217, -1.425770], [-0.592508, 1.302107, -1.619146], [0.468947, -0.801064, -3.229681], [1.327728, -1.192282, -4.175080], [2.541081, -1.467771, -3.579708], [2.331453, -1.220482, -2.227400], [1.073467, -0.824308, -2.019651], [-4.098716, -3.412171, -1.506147], [-2.175833, -2.780785, 0.339554], [-3.365103, -1.930906, -3.703658], [-1.384676, -0.451183, -4.496809], [-1.762993, 2.232683, -4.459233], [-1.281881, 4.306805, -2.710973], [-0.303785, 3.045641, -0.496376], [1.008844, -1.240533, -5.202494], [3.449342, -1.798369, -4.049942], [3.014821, -1.312419, -1.405027], [-1.627576, 3.036202, 2.592006], [-1.324283, 1.591616, 2.050702], [0.274580, 1.524126, 2.093920], [-1.911761, 1.313410, 0.729541], [-1.807373, 0.607673, 3.167367], [-2.071685, -0.965379, 2.630313], [-3.525495, -0.845285, 1.990944], [-2.035715, -1.847617, 3.788878], [-1.046667, -1.140779, 1.517574], [-1.571248, 3.125105, 3.551648], [-3.503251, -0.274517, 1.207612], [3.653480, 1.259924, 2.218997], [3.274826, -0.130802, 2.031774], [1.867641, -0.465511, 1.983396], [1.521093, -1.727648, 0.690164], [1.394249, -0.896509, 3.245227], [1.716465, -0.145080, 4.438237], [3.603931, 1.861361, 1.303629], [4.668346, 1.309192, 2.613768], [3.000262, 1.724991, 2.958149], [3.765987, -0.569771, 1.269271], [0.474789, -1.307834, 3.225281], [2.797906, -0.066754, 4.545957], [1.330213, -0.694316, 5.294730], [1.287579, 0.867218, 4.466011], [1.468918, 1.169872, 0.201135], [1.104178, 0.724299, 1.287371]], "forces_ev_per_a": [[0.7, -0.5, -1.5], [0.0, 0.0, 0.0], [0.1, -0.1, 0.0], [-0.4, -0.2, 0.1], [0.0, 0.1, 0.0], [0.0, -0.1, -0.1], [-0.1, 0.0, -0.1], [-0.2, -0.1, 0.1], [0.1, 0.0, 0.0], [0.0, 0.0, -0.1], [0.0, 0.0, 0.0], [-0.2, 0.1, 0.1], [-0.1, -0.2, 0.2], [0.0, 0.0, 0.0], [0.0, 0.0, 0.0], [0.0, 0.1, 0.1], [0.2, 0.3, -0.2], [0.0, 0.0, 0.0], [0.0, 0.0, 0.1], [0.0, 0.0, 0.0], [0.0, 0.0, 0.0], [0.0, 0.0, 0.0], [0.0, 0.0, 0.0], [0.0, 0.0, 0.0], [0.0, 0.0, 0.0], [0.0, 0.0, 0.0], [0.0, 0.0, 0.0], [0.1, 0.0, 0.1], [-0.2, -0.1, -0.2], [0.2, -0.1, -0.2], [0.0, 0.5, 0.3], [0.0, 0.1, 0.0], [0.0, -0.2, -0.1], [0.0, 0.0, 0.0], [0.0, 0.0, 0.0], [-0.3, 0.6, 0.3], [0.0, 0.0, 0.0], [0.0, 0.0, 0.0], [0.0, 0.1, 0.0], [0.1, -0.2, 0.1], [-0.2, 0.1, -0.2], [0.1, -0.3, 0.3], [0.0, -0.1, 0.0], [-0.1, 0.0, 0.0], [0.0, 0.0, 0.0], [0.0, 0.0, 0.0], [0.0, 0.0, 0.0], [0.0, 0.1, 0.0], [0.0, 0.0, 0.0], [0.0, 0.0, 0.0], [0.0, 0.0, 0.0], [0.0, 0.0, 0.0], [-0.4, -0.3, 0.0], [0.2, 0.5, 0.9]]}